Record 1
Here is a 10-piece molecular cluster, C18H51BF4NO8 overall at a distorted geometry from the OMol25 dataset. Energies are from ωB97M-V/def2-TZVPD.

electronic energy: -48905.83337 eV
energy above the lowest of the compared OMol25 structures with the same formula, charge and spin: 298.72 kJ/mol
orbital gap: 9.508 eV
E_HOMO: -0.25511 Eh
LUMO level: 2.5662 eV

```
! wB97M-V def2-TZVPD RIJCOSX def2/J DEFGRID3
* xyz -1 1
B -0.01 -0.11 0.07
F 0.26 0.06 -1.35
F 0.42 -1.29 0.42
F 0.89 0.78 0.62
F -1.31 0.17 0.33
C -4.55 0.44 1.42
C -5.21 0.23 2.87
N -5.59 0.11 3.92
H -5.24 0.20 0.71
H -4.32 1.55 1.27
H -3.75 -0.42 1.13
C 3.05 -5.37 -0.39
C 2.52 -3.92 -0.53
O 1.19 -3.92 -0.05
H 4.11 -5.36 -0.81
H 2.45 -5.98 -1.01
H 2.94 -5.68 0.79
H 2.75 -3.43 -1.63
H 3.05 -3.42 0.20
H 0.96 -3.07 -0.26
C -3.20 4.57 -0.62
C -2.26 3.43 -0.47
O -2.02 3.07 0.92
H -3.23 4.69 -1.76
H -2.72 5.38 -0.15
H -4.32 4.44 -0.30
H -1.36 3.72 -0.98
H -2.77 2.37 -0.80
H -1.49 2.33 0.89
C 4.16 -1.83 2.25
C 2.92 -1.53 2.93
O 2.93 -1.94 4.31
H 4.83 -1.08 2.68
H 4.12 -1.45 1.28
H 4.77 -2.89 2.26
H 2.20 -2.06 2.34
H 2.72 -0.50 2.71
H 3.68 -1.50 4.79
C 4.42 -0.54 -2.81
C 3.34 0.36 -2.21
O 3.04 -0.11 -0.88
H 4.95 -0.36 -3.70
H 4.14 -1.71 -2.88
H 5.36 -0.70 -2.15
H 2.38 0.59 -2.88
H 3.64 1.32 -2.12
H 2.06 0.04 -0.69
C -1.25 0.62 4.95
C -0.13 0.12 4.10
O 0.21 1.19 3.20
H -1.97 1.18 4.45
H -1.00 1.42 5.72
H -1.62 -0.29 5.31
H -0.43 -0.68 3.39
H 0.67 -0.51 4.72
H 0.53 0.60 2.31
C 1.15 5.14 -0.32
C 1.68 3.81 0.13
O 1.99 3.11 -0.98
H 1.99 5.80 -0.79
H 0.95 5.53 0.56
H 0.20 5.03 -0.97
H 0.86 3.52 0.71
H 2.71 3.84 0.86
H 1.95 2.28 -0.75
C -3.74 -2.21 -1.27
C -2.56 -3.09 -0.83
O -2.22 -2.91 0.58
H -3.41 -1.09 -1.49
H -4.62 -2.43 -0.60
H -3.79 -2.70 -2.12
H -1.75 -2.69 -1.16
H -2.60 -4.15 -1.09
H -2.12 -1.99 0.69
C -2.45 0.62 -5.14
C -2.14 0.08 -3.80
O -0.77 -0.39 -3.75
H -2.34 -0.15 -5.83
H -1.81 1.39 -5.72
H -3.52 0.85 -5.36
H -2.82 -0.48 -3.47
H -2.18 0.58 -3.04
H -0.53 -0.61 -2.83
*
```

***

Record 2
Here is a 5-piece molecular cluster, C18H51Cl2N4O6P2 overall at a distorted geometry from the OMol25 dataset. Energies are from ωB97M-V/def2-TZVPD.

electronic energy: -81352.40589 eV
orbital gap: 6.064 eV
E_HOMO: -0.39264 Eh
LUMO level: -4.6204 eV

```
! wB97M-V def2-TZVPD RIJCOSX def2/J DEFGRID3
* xyz 1 1
O 0.03 -4.47 -3.03
C 1.22 -3.75 -2.74
C 0.81 -2.34 -2.22
P 0.85 -2.17 -0.38
Cl 0.94 -3.96 0.62
P 2.51 -0.93 0.39
O 2.61 0.30 -0.73
Cl 1.81 -0.04 2.13
H 0.28 -5.40 -3.09
H 1.78 -3.67 -3.68
H 1.77 -4.31 -1.97
H 1.50 -1.62 -2.68
H -0.21 -2.16 -2.59
H -0.38 -1.56 0.02
H 2.57 1.17 -0.31
C 1.83 5.67 3.54
C 1.51 4.21 3.25
C 0.32 3.67 4.06
O 0.61 3.36 5.41
C 0.59 4.48 6.29
N 2.71 3.40 3.45
H 2.36 5.80 4.49
H 2.48 6.08 2.77
H 0.93 6.28 3.57
H 1.23 4.15 2.19
H 0.01 2.71 3.61
H -0.55 4.33 3.99
H -0.18 5.21 6.00
H 1.57 4.96 6.33
H 0.36 4.11 7.29
H 2.52 2.45 3.16
H 2.86 3.32 4.45
C -3.88 -8.18 -5.70
C -3.30 -7.47 -4.48
C -2.57 -6.16 -4.82
O -1.27 -6.34 -5.37
C -1.26 -6.61 -6.76
N -2.45 -8.41 -3.75
H -3.11 -8.70 -6.28
H -4.61 -8.93 -5.40
H -4.38 -7.47 -6.37
H -4.15 -7.21 -3.84
H -2.41 -5.61 -3.88
H -3.18 -5.51 -5.46
H -2.06 -6.08 -7.29
H -1.34 -7.68 -6.95
H -0.30 -6.27 -7.16
H -2.15 -7.97 -2.88
H -1.58 -8.51 -4.28
C -3.96 -4.60 3.68
C -2.73 -4.21 2.88
C -2.99 -3.10 1.84
O -3.65 -3.52 0.67
C -5.07 -3.62 0.79
N -2.16 -5.41 2.26
H -4.64 -5.23 3.11
H -3.67 -5.17 4.57
H -4.51 -3.72 4.02
H -1.99 -3.82 3.59
H -2.01 -2.72 1.50
H -3.51 -2.25 2.30
H -5.48 -2.85 1.45
H -5.35 -4.62 1.14
H -5.49 -3.49 -0.20
H -1.29 -5.16 1.80
H -2.77 -5.67 1.49
C 4.80 7.77 0.56
C 3.43 7.97 -0.08
C 3.37 9.15 -1.06
O 3.31 10.42 -0.45
C 4.56 10.94 -0.03
N 2.43 8.09 0.98
H 5.00 8.50 1.35
H 4.87 6.78 1.02
H 5.60 7.85 -0.19
H 3.21 7.06 -0.65
H 2.44 9.06 -1.64
H 4.19 9.11 -1.79
H 5.37 10.66 -0.71
H 4.79 10.62 0.99
H 4.48 12.03 -0.02
H 1.50 8.12 0.56
H 2.53 9.01 1.40
*
```

***

Record 3
Here is a 6-piece molecular cluster, C18H51N3O6 overall at a distorted geometry from the OMol25 dataset. Energies are from ωB97M-V/def2-TZVPD.

electronic energy: -36242.25387 eV
energy above the lowest of the compared OMol25 structures with the same formula, charge and spin: 356.08 kJ/mol
orbital gap: 9.921 eV
E_HOMO: -0.34654 Eh
SMILES: COC[C@H](C)N.COC[C@H](C)N.COC[C@H](C)N.CCO.CCO.CCO
LUMO level: 0.4916 eV

```
! wB97M-V def2-TZVPD RIJCOSX def2/J DEFGRID3
* xyz 0 1
C 2.77 2.12 -9.01
C 1.45 2.45 -9.77
C 0.38 3.14 -8.90
O -0.76 3.59 -9.71
C -1.99 3.92 -9.05
N 1.80 3.44 -10.80
H 3.37 1.57 -9.74
H 2.62 1.51 -8.12
H 3.29 3.04 -8.74
H 1.16 1.53 -10.28
H 0.77 3.90 -8.23
H -0.05 2.42 -8.21
H -1.98 4.43 -8.08
H -2.45 2.96 -8.83
H -2.61 4.31 -9.86
H 0.91 3.70 -11.20
H 2.28 2.90 -11.50
C 2.69 -7.12 1.15
C 2.51 -8.00 2.41
C 1.47 -7.31 3.29
O 1.33 -8.04 4.44
C 0.19 -7.69 5.32
N 2.24 -9.41 2.04
H 1.80 -7.01 0.52
H 3.45 -7.45 0.45
H 3.05 -6.11 1.33
H 3.40 -8.01 3.03
H 0.58 -7.08 2.71
H 1.89 -6.38 3.67
H -0.73 -8.05 4.85
H -0.18 -6.67 5.42
H 0.26 -8.22 6.27
H 1.95 -9.77 2.94
H 1.42 -9.50 1.46
C 2.49 -0.93 11.74
C 2.86 -0.22 10.43
C 1.81 0.75 9.81
O 0.56 0.12 9.42
C 0.68 -0.81 8.28
N 4.13 0.29 10.50
H 2.96 -1.87 12.02
H 1.43 -1.18 11.73
H 2.73 -0.19 12.51
H 2.88 -0.98 9.65
H 2.08 1.47 9.04
H 1.59 1.42 10.65
H 0.97 -0.36 7.33
H -0.27 -1.29 8.08
H 1.41 -1.58 8.55
H 4.03 1.17 10.99
H 4.60 -0.23 11.22
C 0.28 0.07 -1.37
C -0.64 0.83 -0.36
O -0.07 2.14 -0.29
H 0.18 -1.01 -1.45
H 1.24 0.24 -0.88
H 0.22 0.49 -2.37
H -0.72 0.34 0.62
H -1.69 0.85 -0.64
H 0.78 2.08 -0.74
C -7.17 1.27 -2.85
C -8.42 0.51 -3.28
O -8.29 0.25 -4.61
H -7.31 1.47 -1.79
H -7.04 2.27 -3.26
H -6.28 0.68 -3.03
H -9.27 1.14 -3.00
H -8.48 -0.42 -2.71
H -8.77 0.96 -5.05
C -1.16 7.68 -2.47
C 0.10 7.64 -3.34
O 0.97 8.71 -2.87
H -1.17 7.93 -1.41
H -1.67 6.76 -2.75
H -1.78 8.52 -2.80
H -0.01 7.76 -4.42
H 0.59 6.66 -3.34
H 0.39 9.47 -2.75
*
```